Entry 1:
This record from OMol25 describes a gas-phase ion, C6H11N2O3S (charge +1) in a non-equilibrium geometry. The level of theory is ωB97M-V with the def2-TZVPD basis set.

Summary:
**Net charge**: +1
**2S+1**: 3
**E**: -968.128797 Ha
**E_LUMO (spin up / spin down)**: -2.98 / -8.00 eV

CARTESIAN COORDINATES (ANGSTROEM)
C1 -0.0446 0.3665 -1.8682
C2 1.6047 -0.0891 0.3075
C3 0.3590 0.7369 0.4520
C4 -1.7755 1.6634 -2.2736
C5 -1.1756 2.1300 -0.8482
C6 0.1330 -3.0431 1.9243
N1 -0.8525 0.7300 -2.7451
N2 -0.2067 1.1054 -0.6467
O1 1.2053 -1.4887 0.2942
O2 -0.9726 -2.2223 -0.3996
O3 -0.6477 -0.6157 1.3999
S1 -0.2175 -1.8664 0.7341
H1 0.6343 -0.3616 -2.1638
H2 2.3070 -0.0875 1.0602
H3 2.0636 0.1306 -0.6473
H4 0.2246 1.3568 1.2552
H5 -2.7030 1.0820 -2.4262
H6 -1.6437 2.4187 -3.0978
H7 -0.7028 3.0946 -1.0998
H8 -1.7591 2.2432 -0.0437
H9 0.9745 -3.4669 1.4312
H10 0.3574 -2.6334 2.9421
H11 -0.6649 -3.7827 1.9520

---

Entry 2:
This record from OMol25 describes a single C18H22BrNO2 molecule. The level of theory is ωB97M-V with the def2-TZVPD basis set.

Summary:
**Net charge**: 0
**E**: -3478.365372 Ha
**E_LUMO**: 0.48 eV

CARTESIAN COORDINATES (ANGSTROEM)
C1 -3.9530 -1.6784 -2.0362
C2 -2.4486 -1.4583 -1.9179
C3 -1.7535 -2.5114 -1.0551
C4 -2.0589 -2.4031 0.4419
N1 -1.5805 -1.1520 1.0103
C5 -2.5398 -0.0998 1.2598
C6 -0.2686 -1.0927 1.3254
O1 0.4672 -2.0475 1.1458
C7 0.2769 0.2091 1.9188
C8 1.1431 0.9139 0.9069
C9 0.6333 2.0029 0.2138
O2 -0.6561 2.3767 0.5049
C10 -1.1761 3.5472 -0.0776
C11 1.4192 2.6847 -0.7309
C12 2.7015 2.2872 -0.9804
C13 3.2596 1.1906 -0.3008
C14 4.5864 0.7853 -0.5538
C15 5.1064 -0.2847 0.1130
Br1 6.9038 -0.8300 -0.2232
C16 4.3459 -0.9989 1.0485
C17 3.0605 -0.6175 1.3087
C18 2.4697 0.4863 0.6503
H1 -4.4452 -1.6131 -1.0686
H2 -4.1591 -2.6612 -2.4545
H3 -4.3954 -0.9296 -2.6896
H4 -2.0136 -1.4946 -2.9192
H5 -2.2476 -0.4650 -1.5125
H6 -0.6730 -2.4192 -1.1752
H7 -2.0446 -3.5078 -1.3932
H8 -3.1282 -2.4918 0.6350
H9 -1.5412 -3.2200 0.9537
H10 -2.7485 -0.0014 2.3305
H11 -3.4709 -0.3433 0.7545
H12 -2.1844 0.8553 0.8772
H13 -0.5153 0.8754 2.2442
H14 0.8803 -0.0690 2.7844
H15 -1.2694 3.4521 -1.1643
H16 -2.1683 3.6731 0.3551
H17 -0.5668 4.4234 0.1631
H18 1.0144 3.5279 -1.2671
H19 3.3007 2.8154 -1.7071
H20 5.1747 1.3309 -1.2765
H21 4.7816 -1.8469 1.5540
H22 2.4814 -1.2003 2.0039

---

Entry 3:
This record from OMol25 describes a single C3H5N3S molecule in a non-equilibrium geometry. The level of theory is ωB97M-V with the def2-TZVPD basis set.

Summary:
**Net charge**: 0
**E**: -679.620740 Ha
**E_LUMO**: 0.36 eV

CARTESIAN COORDINATES (ANGSTROEM)
C1 -0.1746 1.4646 -0.1840
N1 1.0278 1.4476 0.2277
S1 2.2972 0.6593 -0.1387
N2 2.0770 -1.1686 -0.1561
N3 1.0160 -1.6237 0.0419
C2 -0.2383 -1.0764 0.3190
C3 -0.9787 0.1477 -0.4043
H1 -0.7494 2.3900 -0.1241
H2 -0.1339 -0.8120 1.3903
H3 -0.8641 -1.9607 0.4506
H4 -2.1215 0.4616 0.0147
H5 -1.1574 0.0706 -1.4369

---

Entry 4:
This record from OMol25 describes 2 unconnected molecules or ions with the total composition C2H10N2O in a non-equilibrium geometry. The level of theory is ωB97M-V with the def2-TZVPD basis set.

Summary:
**Net charge**: -1
**2S+1**: 2
**E**: -266.884861 Ha
**E_LUMO (spin up / spin down)**: 4.17 / 4.06 eV

CARTESIAN COORDINATES (ANGSTROEM)
C1 0.0171 0.3020 -1.3416
N1 0.1185 0.9482 -0.0291
C2 0.7565 0.1016 0.9608
N2 2.1930 -0.0588 0.7993
H1 -0.6905 0.9032 -1.9249
H2 -0.5363 -0.6409 -1.3134
H3 0.9944 0.3114 -1.8109
H4 -0.7526 1.2660 0.3507
H5 0.6377 0.6405 1.9111
H6 0.3341 -0.9084 1.0315
H7 2.6678 0.8308 0.8750
H8 2.4394 -0.5869 -0.0181
H9 -2.2425 -1.2769 -0.3607
H10 -3.3631 -1.1757 0.5439
O1 -2.5735 -0.6561 0.3265

---

Entry 5:
This record from OMol25 describes a molecular structure, C4H10O2 in a non-equilibrium geometry. The level of theory is ωB97M-V with the def2-TZVPD basis set.

Summary:
**Net charge**: 0
**E**: -308.773727 Ha
**E_LUMO**: 0.91 eV

CARTESIAN COORDINATES (ANGSTROEM)
C1 -1.7337 -0.0065 0.1505
C2 -0.2477 0.2959 0.1330
O1 0.2568 -1.4632 1.6194
C3 0.3234 1.0161 -1.0507
C4 1.6377 0.2804 -0.9834
O2 1.0120 -0.9125 -0.5585
H1 -2.1260 -0.3560 1.1128
H2 -2.2680 0.9266 -0.1065
H3 -1.9764 -0.7271 -0.6324
H4 0.0847 0.6892 1.1051
H5 -0.3734 -2.1125 1.2918
H6 0.3063 2.0971 -0.9578
H7 -0.2240 0.6606 -1.9267
H8 2.3174 0.6831 -0.2137
H9 2.1890 0.2099 -1.9283
H10 0.8736 -1.3785 0.8328

---

Entry 6:
This record from OMol25 describes 2 unconnected molecules or ions with the total composition C4H9NO. The level of theory is ωB97M-V with the def2-TZVPD basis set.

Summary:
**Net charge**: 0
**E**: -287.659097 Ha
**E_LUMO (spin up / spin down)**: 0.52 / 0.52 eV

CARTESIAN COORDINATES (ANGSTROEM)
C1 2.0813 -0.7956 0.6249
C2 1.0810 0.9858 -0.4710
C3 -0.0510 0.2676 -0.0153
O1 0.1438 -0.6286 0.8701
N1 -1.3032 0.4358 -0.4950
C4 -2.4146 -0.3955 -0.0859
H1 2.0697 -1.4551 -0.2338
H2 2.9250 -0.1134 0.6245
H3 1.9834 -1.3079 1.5791
H4 1.5379 1.5888 0.3110
H5 1.0293 1.5008 -1.4328
H6 -1.4936 1.2767 -1.0145
H7 -3.1482 -0.4595 -0.8949
H8 -2.0314 -1.3934 0.1367
H9 -2.9087 -0.0117 0.8146

---

Entry 7:
This record from OMol25 describes 2 unconnected molecules or ions with the total composition C2H2ClO3P in a non-equilibrium geometry. The level of theory is ωB97M-V with the def2-TZVPD basis set.

Summary:
**Net charge**: -2
**E**: -1104.561282 Ha
**E_LUMO**: 6.33 eV

CARTESIAN COORDINATES (ANGSTROEM)
C1 -0.1506 -1.4798 -1.5156
C2 0.5124 0.0282 -0.1770
O1 -1.9028 1.2001 0.9575
O2 0.3402 1.3787 -0.5851
O3 0.2567 1.7883 2.1284
P1 -0.4096 1.0618 1.0397
Cl1 2.3582 -0.1669 0.1759
H1 -1.1554 -1.3674 -1.2141
H2 0.1507 -2.4430 -0.8099

---

Entry 8:
This record from OMol25 describes 2 unconnected molecules or ions with the total composition C3H7NO2S in a non-equilibrium geometry. The level of theory is ωB97M-V with the def2-TZVPD basis set.

Summary:
**Net charge**: 0
**E**: -721.752239 Ha
**E_LUMO (spin up / spin down)**: 0.81 / -1.02 eV

CARTESIAN COORDINATES (ANGSTROEM)
C1 0.5273 -1.8038 0.0246
C2 0.4433 -0.2886 -0.3333
C3 -1.0379 0.1014 -0.5203
N1 0.9797 2.0392 1.8892
O1 0.7466 2.8200 1.0757
O2 -1.0850 2.4392 0.3953
S1 -1.2322 1.8246 -0.9006
H1 0.0003 -1.8703 0.8880
H2 0.0967 -2.4945 -0.6771
H3 1.5169 -2.2035 0.1513
H4 0.9542 -0.0915 -1.4009
H5 1.0582 0.2624 0.3301
H6 -1.5704 -0.0459 0.3747
H7 -1.3976 -0.6887 -1.2965

---

Entry 9:
This record from OMol25 describes a molecular structure, C5H8N4 in a non-equilibrium geometry. The level of theory is ωB97M-V with the def2-TZVPD basis set.

Summary:
**Net charge**: 0
**E**: -414.149865 Ha
**E_LUMO**: 0.22 eV

CARTESIAN COORDINATES (ANGSTROEM)
C1 1.7495 0.4480 -0.1250
C2 1.1093 -0.8688 -0.0504
C3 -2.3711 -1.4647 0.0134
C4 -1.2811 0.3693 0.0854
C5 -0.7196 1.6786 0.0124
H1 2.7083 -0.0471 -0.6074
H2 2.3129 0.9172 1.0547
H3 1.2700 1.4654 -0.6607
H4 2.6142 -1.9583 0.2615
H5 -3.2065 -2.1881 0.4387
H6 -0.2111 1.6755 -1.0290
H7 0.0549 2.1513 0.9110
H8 -1.4959 2.7077 -0.0335
N1 1.5170 -2.0543 0.2851
N2 -0.3576 -0.7490 -0.4259
N3 -1.1947 -1.9492 -0.2961
N4 -2.4985 -0.1335 0.1658

---

Entry 10:
This record from OMol25 describes a gas-phase ion, CH2NO3S (charge -1) in a non-equilibrium geometry. The level of theory is ωB97M-V with the def2-TZVPD basis set.

Summary:
**Net charge**: -1
**E**: -717.970630 Ha
**E_LUMO**: 4.09 eV

CARTESIAN COORDINATES (ANGSTROEM)
N1 0.2585 0.7084 1.3317
S1 -0.6567 0.5574 0.0900
O1 -2.0388 0.1743 0.4248
O2 -0.4703 1.4539 -1.0656
C1 0.2982 -0.8903 -0.5589
O3 0.1977 -2.0275 -0.1937
H1 1.1698 0.6764 0.9824
H2 1.2416 -0.6527 -1.0107

---

Entry 11:
This record from OMol25 describes a gas-phase ion, C7H12NO2 (charge +1) in a non-equilibrium geometry. The level of theory is ωB97M-V with the def2-TZVPD basis set.

Summary:
**Net charge**: +1
**E**: -478.883656 Ha
**E_LUMO**: -3.09 eV

CARTESIAN COORDINATES (ANGSTROEM)
C1 -1.4687 1.2284 -1.2965
N1 -0.1373 1.5172 -0.7178
C2 0.1837 0.7092 0.4964
C3 1.4525 1.2075 1.1492
O1 -1.0938 1.0888 1.4465
C4 0.1617 -0.7403 0.1718
C5 -0.3410 -1.8499 0.7834
C6 0.0366 -2.9483 -0.0297
C7 0.7402 -2.4289 -1.0698
O2 0.8239 -1.0891 -0.9678
H1 -1.5234 0.1848 -1.5959
H2 -2.2249 1.4189 -0.5372
H3 -1.6398 1.8660 -2.1579
H4 0.5916 1.3296 -1.4189
H5 -0.1082 2.5074 -0.4473
H6 1.3533 2.2455 1.4585
H7 2.2872 1.1121 0.4573
H8 1.6815 0.6092 2.0295
H9 -0.8928 0.7811 2.3335
H10 -0.9153 -1.8866 1.6857
H11 -0.1795 -3.9808 0.1454
H12 1.2126 -2.8819 -1.9184

---

Entry 12:
This record from OMol25 describes a gas-phase ion, C5H10NO4 (charge -1) in a non-equilibrium geometry. The level of theory is ωB97M-V with the def2-TZVPD basis set.

Summary:
**Net charge**: -1
**E**: -552.145941 Ha
**E_LUMO**: 3.71 eV

CARTESIAN COORDINATES (ANGSTROEM)
C1 1.1347 2.0436 -1.1569
C2 0.8656 1.0782 0.1011
O1 1.6808 1.3074 1.1879
C3 0.7515 -0.3637 -0.1668
C4 -0.5020 -1.1458 -0.0604
C5 -0.9643 -1.5529 1.3432
O2 -1.5409 -0.4967 -0.7959
N1 1.8401 -1.1376 -0.3313
O3 1.8493 -2.3724 -0.4149
O4 2.9141 -0.4257 -0.2553
H1 2.1418 1.8373 -1.5105
H2 1.2218 3.0522 -0.6914
H3 0.3539 1.9047 -1.8101
H4 -0.1200 1.2615 0.3768
H5 2.4815 0.6962 0.9101
H6 -0.3547 -2.1112 -0.5860
H7 -1.1620 -0.7207 2.0851
H8 -0.4256 -2.2742 1.9394
H9 -1.9504 -1.9339 1.2476
H10 -1.1562 0.2385 -1.3514